Entry 1:
A molecular structure, C20H30N5O4PSW, computed with ωB97M-V with the def2-TZVPD basis set.

Last column: natural (NBO) charge in e.
Geometry (Å):
W -0.02412 -0.05944 -0.76942  2.005
C -2.37284 -3.67810 -1.58596  -0.705
C -1.66706 -2.37816 -1.61756  0.368
N -1.18284 -1.75889 -0.57590  -0.365
N -1.38628 -2.27793 0.68871  -0.351
C -0.97940 -1.41699 1.56933  0.569
O -0.42478 -0.25839 1.10865  -0.705
C -1.10226 -1.58512 2.99834  -0.149
C -1.69467 -2.75767 3.49299  -0.139
C -1.84177 -2.92294 4.85571  -0.196
C -1.40429 -1.92607 5.72342  -0.106
C -0.81481 -0.76338 5.23781  -0.208
C -0.66096 -0.58731 3.87547  -0.169
C -1.53644 -1.57572 -2.84239  0.131
C -2.05114 -1.93924 -4.06845  -0.167
C -1.98939 -1.02669 -5.12089  -0.071
C -1.44000 0.22582 -4.90004  -0.205
C -0.93320 0.52763 -3.64735  0.085
N -0.95488 -0.35864 -2.64083  -0.526
H -2.41786 -4.08316 -0.58134  0.290
H -1.86705 -4.38738 -2.24720  0.277
H -3.38774 -3.54974 -1.97224  0.282
H -2.03673 -3.52447 2.81189  0.238
H -2.29887 -3.82132 5.24634  0.255
H -1.52658 -2.05776 6.79065  0.254
H -0.48040 0.00009 5.92637  0.247
H -0.20391 0.31744 3.49660  0.217
H -2.51335 -2.90775 -4.20069  0.273
H -2.38612 -1.29207 -6.09264  0.279
H -1.40310 0.97064 -5.68310  0.276
H -0.50962 1.50145 -3.43495  0.218
N 3.92011 -2.26517 -0.55450  -0.665
C 4.14715 -0.77824 -0.41405  -0.620
P 2.77985 0.26162 -1.09192  2.116
O 1.81766 -0.63938 -1.87517  -1.071
O 1.93865 0.98641 -0.06664  -1.060
C 3.55238 1.53846 -2.16781  -0.614
N 3.84956 2.82634 -1.43592  -0.669
H 3.49199 -2.51669 -1.45315  0.466
H 3.31762 -2.63592 0.18728  0.463
H 4.81382 -2.76921 -0.48386  0.481
H 5.08972 -0.55568 -0.91492  0.281
H 4.26969 -0.56289 0.64948  0.301
H 2.81454 1.76993 -2.93865  0.287
H 4.46464 1.21927 -2.67223  0.289
H 4.67159 2.76904 -0.82475  0.463
H 3.05821 3.11951 -0.84995  0.468
H 4.04570 3.57752 -2.10990  0.478
O -0.87380 1.71733 -0.55790  -0.925
S -1.73228 2.25210 0.71823  1.200
C -2.35769 3.83346 0.07840  -0.553
C -3.88257 3.69956 -0.01286  -0.420
C -4.17656 2.24656 -0.36612  -0.418
C -3.32996 1.42458 0.60024  -0.568
H -1.87767 3.93999 -0.89572  0.259
H -2.00128 4.61725 0.74452  0.281
H -4.26409 4.40554 -0.74871  0.276
H -4.33474 3.95769 0.94569  0.246
H -3.89884 2.02638 -1.39926  0.215
H -5.22988 1.99738 -0.24527  0.278
H -3.14588 0.38072 0.34197  0.250
H -3.71419 1.45243 1.62484  0.282

Properties
Kohn-Sham gap (spin up / spin down), eV: 6.19 / 5.84
Total charge: +4
Spin multiplicity: 3
ΔE to the lowest compared entry with this formula, charge and spin, eV: 0.635
Molar mass, g/mol: 651.37
⟨S²⟩: 2.023
Energy, hartree: -2160.14178

Entry 2:
A molecular structure, C20H30N5O4PtS2, computed with ωB97M-V with the def2-TZVPD basis set.

Last column: natural (NBO) charge in e.
Geometry (Å):
Pt -0.18180 -0.16230 -1.02560  0.428
C 3.90590 -2.02770 -2.67610  -0.432
C 2.62520 -2.72610 -2.23680  -0.225
N 2.14070 -2.13750 -1.00720  -0.689
C 2.84470 -1.13910 -0.40070  0.600
N 2.17560 -0.21850 0.18130  -0.570
C 2.84200 0.82200 0.90890  -0.220
C 4.20810 0.35330 1.41740  -0.420
C 4.99470 -0.21830 0.24270  -0.191
N 4.23650 -1.28380 -0.37370  -0.479
C 4.86170 -1.97090 -1.48870  -0.194
H 3.64230 -1.01160 -2.97590  0.246
H 4.35970 -2.54440 -3.52430  0.188
H 2.80010 -3.80160 -2.07960  0.142
H 1.85820 -2.59290 -3.00740  0.251
H 1.14910 -1.77970 -1.05700  0.405
H 2.19480 1.12440 1.73590  0.189
H 2.94910 1.69970 0.26020  0.195
H 4.05020 -0.44140 2.15250  0.190
H 4.76600 1.17150 1.88320  0.189
H 5.95610 -0.63170 0.58880  0.170
H 5.21640 0.58480 -0.47950  0.164
H 5.14530 -2.99380 -1.18940  0.162
H 5.78210 -1.44350 -1.76980  0.176
O -2.42800 -0.15920 2.66660  -1.061
S -1.03900 -0.05340 2.17470  1.392
C -0.38440 1.28090 3.38180  -0.638
C 0.42460 0.62790 4.48820  -0.408
C -0.08550 -0.80440 4.58570  -0.417
C -0.10920 -1.32070 3.16720  -0.600
H -1.28090 1.75930 3.77380  0.213
H 0.18650 1.99860 2.79750  0.252
H 0.33050 1.15930 5.44530  0.187
H 1.48580 0.61480 4.22620  0.193
H -1.10820 -0.79890 4.97200  0.203
H 0.53090 -1.41920 5.25160  0.186
H -0.61420 -2.27440 3.06140  0.219
H 0.87930 -1.37080 2.72040  0.231
O -1.07650 -1.63350 0.63760  -0.563
N -1.80650 -2.76650 0.53470  0.059
C -3.01240 -2.86890 1.19660  -0.021
C -3.83990 -3.92210 0.98900  -0.250
C -3.51830 -4.93800 0.04540  -0.261
C -2.32690 -4.75220 -0.68740  -0.227
C -1.50280 -3.70180 -0.44470  -0.015
H -3.22600 -2.04920 1.86470  0.272
H -4.77180 -3.97610 1.54150  0.208
H -4.19210 -5.75640 -0.16380  0.200
H -2.05170 -5.45620 -1.46440  0.212
H -0.59450 -3.50790 -0.99320  0.257
O 0.42160 3.57450 0.92030  -0.696
C -0.63310 3.15060 0.46660  0.667
C -1.91590 4.03380 0.43070  -0.519
C -2.99190 3.06670 -0.01480  -0.522
C -2.18130 1.81340 -0.40540  0.662
O -2.67400 0.85180 -0.96630  -0.627
N -0.88760 1.94750 -0.05900  -0.697
H -1.75590 4.84030 -0.29050  0.203
H -2.08990 4.47650 1.41320  0.197
H -3.57380 3.41070 -0.87190  0.203
H -3.67920 2.79660 0.78880  0.211
S 0.52890 -0.23630 -3.16120  -1.183

Properties
Kohn-Sham gap (spin up / spin down), eV: 3.53 / 3.29
Total charge: -2
Spin multiplicity: 2
ΔE to the lowest compared entry with this formula, charge and spin, eV: 5.238
Molar mass, g/mol: 663.70
⟨S²⟩: 0.773
Energy, hartree: -2270.37409

Entry 3:
7 unconnected molecules or ions with the total composition C20H30N6OS, computed with ωB97M-V with the def2-TZVPD basis set.

Last column: natural (NBO) charge in e.
Geometry (Å):
C -13.57304 21.16950 6.93798  -0.858
S -12.96036 19.47053 6.99052  1.227
O -12.21031 19.21583 5.70611  -0.973
C -11.67799 19.73469 8.23504  -0.824
H -12.79304 21.86735 6.60372  0.242
H -13.75004 21.58074 7.93677  0.233
H -14.39774 21.33066 6.25005  0.257
H -10.95037 20.39495 7.75886  0.237
H -11.15395 18.81994 8.49777  0.239
H -12.12602 20.19883 9.11318  0.227
C -13.79525 15.61926 8.21587  -0.721
C -14.47334 16.72008 8.90758  0.324
N -14.98292 17.59823 9.43607  -0.385
H -13.36459 14.92524 8.93584  0.256
H -12.96226 16.11510 7.71181  0.263
H -14.49960 15.09128 7.58263  0.260
C -16.47215 25.61389 12.11056  -0.742
C -17.74633 26.28561 11.95461  0.292
N -18.74574 26.83504 11.84229  -0.338
H -16.45369 25.00725 13.01796  0.251
H -15.57781 26.22772 12.07889  0.253
H -16.37054 24.85149 11.33189  0.282
C -16.30634 20.48932 9.25998  -0.732
C -15.95286 21.84300 9.61702  0.326
N -15.67240 22.91897 9.89887  -0.394
H -16.68782 20.01168 10.16448  0.268
H -15.40365 19.97412 8.94712  0.269
H -17.11907 20.53755 8.53584  0.260
N -18.57784 17.42796 14.71503  -0.504
C -17.24371 17.69982 14.74013  -0.074
C -16.80740 17.85034 13.44358  -0.300
C -17.96097 17.78279 12.61944  -0.309
C -19.03483 17.53763 13.42365  -0.081
H -19.17068 17.30578 15.51182  0.411
H -16.73654 17.70326 15.69271  0.208
H -15.81496 18.11097 13.11722  0.222
H -17.94850 17.96359 11.55700  0.218
H -20.06327 17.32518 13.18018  0.210
N -13.23013 24.86246 6.90030  -0.518
C -12.90072 25.51996 5.73539  -0.087
C -14.01654 25.72463 5.00212  -0.296
C -15.11497 25.17580 5.73311  -0.309
C -14.58112 24.66416 6.89593  -0.081
H -12.61114 24.49800 7.59478  0.411
H -11.88978 25.50826 5.34926  0.209
H -14.08722 26.23680 4.05770  0.222
H -16.15788 25.18589 5.46625  0.223
H -15.15926 24.25880 7.71280  0.226
N -18.17412 17.16113 5.42629  -0.506
C -17.42213 18.28774 5.51814  -0.082
C -17.42218 18.92237 4.29453  -0.295
C -18.19912 18.08648 3.42853  -0.302
C -18.62057 16.99885 4.14196  -0.084
H -18.37413 16.50531 6.15680  0.409
H -16.94274 18.58846 6.43591  0.205
H -16.91409 19.82379 4.00529  0.223
H -18.28937 18.21051 2.36065  0.221
H -19.20328 16.14114 3.85648  0.211

Properties
Kohn-Sham gap, eV: 8.55
Spin multiplicity: 1
ΔE to the lowest compared entry with this formula, charge and spin, eV: 0.442
Molar mass, g/mol: 402.57
Energy, hartree: -1581.94037